DFT (ωB97M-V/def2-TZVPD) results for C5H8N2 as an isolated structure in a non-equilibrium geometry.

Last column: Mulliken charge in e.
Geometry (Å):
C1 0.4999 1.4654 -0.0885  -0.761
C2 -1.0271 -0.3210 0.8252  -1.140
C3 -1.3079 -0.1491 -0.6566  -0.266
N1 0.1951 -0.0296 -0.7654  -0.407
C4 0.2329 -1.0270 0.3737  0.355
C5 1.5058 -0.9665 1.1086  0.072
N2 2.5262 -0.8456 1.6430  -0.461
H1 0.5009 2.0991 -0.9648  0.367
H2 -0.2001 1.8770 0.6631  0.234
H3 1.4736 1.3871 0.3932  0.415
H4 -1.7247 -0.7766 1.5036  0.284
H5 -1.7954 0.7394 -1.0761  0.311
H6 -1.6342 -1.0423 -1.2377  0.297
H7 0.6316 -0.3604 -1.6607  0.374
H8 0.1234 -2.0500 -0.0608  0.328

Its net charge is 0. The calculation puts the LUMO energy at 0.582 eV. The calculation puts the total energy at -8289.446 eV. The energy above the lowest of the compared OMol25 structures with the same formula, charge and spin is 128.0 kcal/mol. For the HOMO-LUMO gap, the calculation gives 7.1 eV. As for the HOMO energy: -6.56 eV.